Computed, not measured: C18H18ClMgN3O5 as an isolated structure in a non-equilibrium geometry, with wB97M-V/def2-TZVPD.

```
! wB97M-V def2-TZVPD RIJCOSX def2/J DEFGRID3
* xyz 0 1
Mg 6.32 10.02 6.41
C 9.03 11.01 6.76
C 7.84 10.87 7.62
C 6.99 11.96 7.18
C 7.67 12.64 6.12
C 8.93 12.07 5.87
H 9.92 10.36 6.79
H 7.81 10.27 8.49
H 6.09 12.28 7.62
H 7.27 13.32 5.42
H 9.73 12.37 5.22
O 3.41 10.54 4.19
Cl 4.45 11.16 4.94
O 4.28 12.65 4.98
O 5.83 10.81 4.49
O 4.30 10.54 6.39
C 10.03 9.05 10.35
C 8.88 8.13 10.36
C 9.01 6.73 10.15
C 7.84 5.94 10.01
C 6.57 6.50 10.18
N 5.45 5.67 9.98
C 5.18 4.75 9.00
O 4.28 3.94 9.28
N 5.95 4.67 7.89
C 6.61 5.80 7.17
C 7.82 5.53 6.52
C 8.43 6.58 5.84
C 7.76 7.75 5.71
N 6.59 8.01 6.35
C 5.97 7.05 7.06
C 6.45 7.90 10.38
C 7.62 8.66 10.49
H 10.93 8.70 9.68
H 10.41 9.31 11.39
H 9.61 10.00 9.96
H 10.02 6.34 10.19
H 7.93 4.87 9.78
H 4.79 5.61 10.74
H 5.68 3.85 7.36
H 8.29 4.55 6.65
H 9.44 6.50 5.42
H 8.19 8.62 5.21
H 5.08 7.20 7.64
H 5.52 8.41 10.45
H 7.55 9.76 10.60
*
```

E_HOMO in eV: -7.7
Max |F| in hartree/bohr: 0.07718
Gap between HOMO and LUMO in eV: 6.71
LUMO energy in eV: -0.958

=====

Computed, not measured: a 2-piece molecular cluster, C5H14O3 overall in a non-equilibrium geometry, with wB97M-V/def2-TZVPD.

```
! wB97M-V def2-TZVPD RIJCOSX def2/J DEFGRID3
* xyz 0 1
C -2.24 -0.07 -0.31
C -1.28 0.78 0.64
C -3.39 -0.64 0.50
C -1.47 -1.18 -1.01
C -0.26 1.59 -0.15
H -2.63 0.62 -1.06
H -0.83 0.05 1.31
H -1.93 1.46 1.19
H -3.98 0.15 0.95
H -3.02 -1.29 1.29
H -4.04 -1.24 -0.13
H -1.03 -1.86 -0.28
H -0.68 -0.77 -1.64
H -2.13 -1.76 -1.64
H 0.49 0.94 -0.61
H 0.23 2.31 0.50
H -0.74 2.17 -0.94
O 6.00 0.38 0.20
O 4.72 0.12 0.79
O 6.69 -0.77 -0.15
H 6.60 -0.81 -1.12
H 4.94 -0.19 1.68
*
```

E_HOMO in eV: -10.7
Max |F| in hartree/bohr: 0.04046
Gap between HOMO and LUMO in eV: 11.54
LUMO energy in eV: 0.883
SMILES: CCC(C)C.OOO

=====

Computed, not measured: a 2-piece molecular cluster, C11H25NO3S overall, with wB97M-V/def2-TZVPD.

```
! wB97M-V def2-TZVPD RIJCOSX def2/J DEFGRID3
* xyz 0 1
C 1.71 -0.46 -2.36
C 0.94 -0.92 -3.60
C 1.62 -2.06 -4.33
S 1.82 -3.59 -3.34
O 1.31 -3.25 -2.00
O 3.25 -3.86 -3.37
O 0.98 -4.56 -4.03
H 1.62 -1.16 -1.53
H 2.78 -0.35 -2.57
H 1.35 0.52 -2.03
H -0.09 -1.19 -3.35
H 0.87 -0.06 -4.27
H 1.00 -2.37 -5.17
H 2.58 -1.74 -4.74
C -2.62 0.77 3.56
C -1.35 1.62 3.50
C -1.04 2.30 2.17
N -0.48 1.47 1.05
C -0.26 2.41 -0.10
C 0.82 0.80 1.43
C 0.46 -0.60 1.90
C -0.77 -0.98 1.06
C -1.39 0.34 0.58
H -2.49 -0.21 3.10
H -2.90 0.60 4.60
H -3.46 1.27 3.07
H -0.49 1.06 3.86
H -1.47 2.45 4.20
H -0.30 3.08 2.35
H -1.94 2.78 1.77
H 0.44 3.18 0.20
H -1.21 2.85 -0.38
H 0.15 1.84 -0.93
H 1.43 0.73 0.53
H 1.34 1.41 2.17
H 0.23 -0.61 2.96
H 1.28 -1.29 1.74
H -1.48 -1.57 1.64
H -0.48 -1.58 0.20
H -2.39 0.53 0.95
H -1.40 0.38 -0.50
*
```

E_HOMO in eV: -7.0
Max |F| in hartree/bohr: 0.01450
Gap between HOMO and LUMO in eV: 6.38
LUMO energy in eV: -0.597

=====

Computed, not measured: a 2-piece molecular cluster, C5H7BrNO3 overall in a non-equilibrium geometry, with wB97M-V/def2-TZVPD.

```
! wB97M-V def2-TZVPD RIJCOSX def2/J DEFGRID3
* xyz -1 1
C 2.29 -1.17 0.83
C -0.17 0.79 -0.34
C -0.91 -0.48 -0.72
C 0.52 0.51 1.00
C -0.07 -1.62 -0.77
N 0.96 -0.93 0.88
O 3.15 -0.45 1.27
O 2.76 -2.35 0.24
O 0.11 -2.73 -1.13
Br -3.80 -0.34 0.42
H 0.71 1.15 -0.95
H -0.78 1.57 -0.15
H -1.81 -0.54 0.03
H -1.48 -0.46 -1.57
H 1.34 1.08 1.29
H -0.02 0.48 1.94
H 1.96 -2.62 -0.21
*
```

E_HOMO in eV: -4.9
Max |F| in hartree/bohr: 0.07357
Gap between HOMO and LUMO in eV: 8.04
LUMO energy in eV: 3.165

=====

Computed, not measured: a 2-piece molecular cluster, C5H4N3O4 overall in a non-equilibrium geometry, with wB97M-V/def2-TZVPD.

```
! wB97M-V def2-TZVPD RIJCOSX def2/J DEFGRID3
* xyz -1 1
C 2.97 -0.43 -0.88
C 2.58 0.35 0.19
C 0.77 -0.62 -0.76
C -2.89 1.35 1.51
C -0.75 -0.90 -0.99
N 1.84 -1.09 -1.36
N 1.17 0.31 0.30
N -1.74 -0.60 -0.20
O -3.07 1.95 0.51
O -3.25 1.13 2.62
O -2.87 -0.98 -0.46
O -1.53 0.03 0.90
H 3.93 -0.77 -1.25
H 3.29 1.00 0.74
H -1.02 -1.52 -1.76
H 0.58 0.79 0.87
*
```

E_HOMO in eV: -4.0
Max |F| in hartree/bohr: 0.13218
Gap between HOMO and LUMO in eV: 7.60
LUMO energy in eV: 3.601

=====

Computed, not measured: C4H8N2S2 in the gas phase in a non-equilibrium geometry, with wB97M-V/def2-TZVPD.

```
! wB97M-V def2-TZVPD RIJCOSX def2/J DEFGRID3
* xyz 0 1
C 1.50 1.01 2.52
C 0.39 0.86 -0.05
C -0.83 0.49 -0.92
C -0.74 -0.98 -1.39
H 2.11 1.91 2.30
H 1.25 0.99 3.59
H 2.14 0.17 2.30
H -1.74 0.57 -0.30
H -0.85 1.23 -1.73
H -1.85 -2.57 -1.84
H -2.69 -1.25 -1.09
H 1.23 -1.21 -1.17
N -1.99 -1.57 -1.74
N 0.30 -1.69 -1.46
S -0.08 0.93 1.62
S 1.84 1.11 -0.64
*
```

E_HOMO in eV: -8.8
Max |F| in hartree/bohr: 0.05047
Gap between HOMO and LUMO in eV: 8.61
LUMO energy in eV: -0.192
SMILES: [H]/N=C(/N)CC(=S)SC

=====

Record order is preserved below.
Molecular weight: 416.1 122.2 251.4 209.0 170.1 148.3 g/mol